Density functional theory data (wB97M-V/def2-TZVPD) for a cluster of 2 separate species, C5H11NO in total.

XYZ file:
```
18
Properties=species:S:1:pos:R:3:nbo_charge:R:1
C -1.9266 -1.2536 -1.7365 -0.409
C -1.4660 -0.4739 -0.7578 -0.204
C -0.1439 0.1326 -0.7686 -0.405
C 0.3550 0.9502 0.1853 0.249
C 1.6488 1.6778 -0.0125 -0.644
N -0.3456 1.3657 1.2898 -0.810
H -2.9254 -1.6544 -1.6662 0.198
H -1.3061 -1.5097 -2.5811 0.192
H -2.0778 -0.3001 0.1227 0.185
H 0.5162 -0.0472 -1.6075 0.211
H 2.3193 1.4459 0.8206 0.222
H 2.0782 1.3854 -0.9669 0.226
H 1.4604 2.7480 -0.0218 0.220
H 0.1087 1.9001 2.0066 0.391
H -1.1659 0.8555 1.5626 0.387
O 1.2807 -1.9551 1.2575 -0.955
H 0.7201 -1.4685 0.6368 0.481
H 1.0934 -2.8841 1.0819 0.466
```

The HOMO energy is -7.71 eV. Its HOMO-LUMO gap is 8.7 eV. Its charge is 0. As for the SMILES: C=C/C=C(/C)N.O. The energy above the lowest of the compared OMol25 structures with the same formula, charge and spin is 33.4 kcal/mol.